[1]
{
  "formula": "C6H9F3N3S",
  "method": "the ωB97M-V functional and the def2-TZVPD basis",
  "total_charge": 1,
  "e_tot_ha": -1095.7967,
  "homo_lumo_gap_ev": [8.42, 8.42],
  "fmax_ev_per_a": 6.5,
  "spin_multiplicity": 1,
  "de_lowest_kcal_mol": 0.0,
  "elements": ["C", "C", "C", "C", "C", "C", "N", "N", "N", "F", "F", "F", "S", "H", "H", "H", "H", "H", "H", "H", "H", "H"],
  "coordinates": [[2.313, 0.749, 0.198], [1.795, -0.278, 1.069], [1.497, 1.505, -0.638], [0.465, -0.675, 0.991], [-0.213, 0.805, -0.829], [-0.176, -1.889, 1.610], [-0.382, -0.091, 0.072], [1.715, 2.604, -1.332], [-2.722, -1.241, -0.187], [-0.729, -2.626, 0.690], [0.724, -2.621, 2.249], [-1.148, -1.553, 2.439], [-1.437, 1.424, -1.907], [3.379, 1.044, 0.299], [2.394, -0.930, 1.690], [-1.358, -0.458, 0.045], [2.639, 3.017, -1.530], [0.999, 3.175, -1.767], [-2.683, -2.230, 0.131], [-3.135, -1.126, -1.017], [-3.392, -0.700, 0.330], [-0.545, 2.093, -2.605]],
  "forces_ev_per_a": [[-0.222, 0.450, 0.372], [-1.828, -0.649, -1.457], [-4.165, -2.793, 0.331], [1.761, 1.068, -0.784], [5.792, 2.687, 1.018], [1.458, 1.060, 0.694], [-0.401, 0.129, 0.075], [1.105, 1.570, -1.331], [0.913, -0.390, 3.567], [-0.290, -1.597, -1.416], [0.245, -0.132, 0.391], [-0.708, 0.322, 0.981], [0.109, -0.579, 0.873], [-0.865, -0.171, -0.040], [0.459, 0.512, 0.094], [-0.888, -1.088, -0.030], [-0.522, -0.782, 0.586], [-0.137, -0.556, 0.391], [-0.474, 1.204, -0.487], [-1.440, -0.415, -4.620], [-0.279, -0.179, 1.346], [0.377, 0.328, -0.554]],
  "nbo_charge": [-0.349, -0.101, 0.315, -0.006, 0.135, 0.965, -0.499, -0.790, -1.054, -0.312, -0.297, -0.309, 0.169, 0.257, 0.262, 0.448, 0.431, 0.413, 0.417, 0.377, 0.386, 0.143]
}

[2]
{
  "formula": "C14H46O13",
  "method": "the ωB97M-V functional and the def2-TZVPD basis",
  "smiles": "CC(C)O.CC(C)O.OCCO.OCCO.OCCO.OCCO.O.O.O",
  "e_tot_ha": -1539.0413,
  "homo_lumo_gap_ev": 9.78,
  "fmax_ev_per_a": 1.5,
  "spin_multiplicity": 1,
  "de_lowest_kcal_mol": 0.0,
  "elements": ["O", "H", "H", "O", "H", "H", "O", "H", "H", "C", "C", "O", "O", "H", "H", "H", "H", "H", "H", "C", "C", "O", "O", "H", "H", "H", "H", "H", "H", "C", "C", "O", "O", "H", "H", "H", "H", "H", "H", "C", "C", "O", "O", "H", "H", "H", "H", "H", "H", "C", "C", "C", "O", "H", "H", "H", "H", "H", "H", "H", "H", "C", "C", "C", "O", "H", "H", "H", "H", "H", "H", "H", "H"],
  "coordinates": [[-0.501, 1.185, -0.683], [0.333, 1.494, -1.069], [-0.234, 0.538, -0.007], [-3.040, 2.199, 0.016], [-3.165, 3.105, -0.288], [-2.198, 1.906, -0.399], [-0.954, -0.210, -3.514], [-0.611, 0.042, -2.640], [-0.297, 0.124, -4.138], [2.729, -2.975, 1.172], [2.400, -1.515, 1.341], [3.428, -0.721, 0.766], [3.887, -3.355, 1.950], [2.939, -3.246, 0.129], [1.885, -3.605, 1.485], [2.348, -1.326, 2.417], [1.413, -1.360, 0.891], [3.477, 0.086, 1.285], [3.707, -4.082, 2.539], [-3.100, -2.986, 0.840], [-3.389, -4.265, 0.073], [-3.966, -5.271, 0.885], [-2.112, -3.206, 1.859], [-3.996, -2.569, 1.317], [-2.696, -2.242, 0.149], [-2.401, -4.645, -0.205], [-4.008, -4.101, -0.802], [-3.654, -5.147, 1.783], [-2.497, -3.590, 2.648], [1.929, 2.769, -2.773], [2.661, 3.562, -1.681], [2.403, 4.940, -1.832], [1.999, 1.364, -2.535], [2.401, 3.053, -3.721], [0.883, 3.074, -2.821], [3.726, 3.370, -1.839], [2.314, 3.219, -0.715], [2.937, 5.267, -2.561], [2.863, 1.093, -2.867], [-2.513, 1.303, 2.972], [-1.521, 0.154, 3.038], [-1.125, -0.283, 1.721], [-3.757, 0.933, 2.450], [-2.018, 2.066, 2.355], [-2.636, 1.699, 3.984], [-1.937, -0.727, 3.539], [-0.624, 0.475, 3.570], [-1.678, -1.044, 1.512], [-3.665, 1.005, 1.480], [0.100, 4.059, 0.915], [1.008, 4.743, 1.920], [1.008, 6.258, 1.811], [0.625, 4.335, 3.253], [0.167, 2.983, 1.046], [0.443, 4.310, -0.098], [-0.943, 4.373, 0.975], [2.039, 4.416, 1.768], [1.649, 6.681, 2.585], [0.006, 6.677, 1.938], [1.407, 6.541, 0.835], [-0.197, 4.808, 3.439], [0.195, -5.079, -3.513], [0.603, -3.703, -2.988], [-0.289, -3.297, -1.825], [1.965, -3.683, -2.543], [-0.072, -5.747, -2.700], [1.012, -5.504, -4.108], [-0.622, -5.005, -4.236], [0.458, -2.962, -3.785], [0.060, -2.328, -1.434], [-0.120, -3.969, -0.979], [-1.335, -3.168, -2.087], [2.463, -3.294, -3.266]],
  "forces_ev_per_a": [[0.615, -0.265, -0.286], [-0.193, -0.147, 0.043], [-0.391, 0.183, 0.153], [0.462, -0.057, -0.478], [-0.096, -0.140, 0.077], [-0.353, 0.119, 0.325], [0.247, 0.059, 0.121], [-0.186, 0.010, -0.211], [-0.079, -0.046, 0.161], [0.496, -1.215, 0.234], [0.186, -0.652, 0.323], [-0.251, 0.214, -0.063], [0.102, 0.786, -0.424], [-0.084, 0.357, 0.082], [-0.101, 0.369, -0.066], [-0.214, 0.095, -0.029], [0.066, 0.322, -0.047], [0.114, -0.021, -0.135], [-0.370, -0.224, 0.071], [-0.501, -0.060, 0.283], [1.130, -0.192, 0.714], [-0.747, 0.075, -0.020], [0.306, 0.159, -0.422], [-0.054, -0.033, -0.250], [0.053, -0.034, 0.045], [-0.034, 0.158, -0.563], [-0.151, 0.021, -0.036], [0.097, -0.167, 0.074], [-0.209, 0.109, 0.065], [0.186, 0.443, 0.174], [-0.079, -0.411, -1.116], [-0.136, 0.241, 0.251], [0.107, 0.424, -0.371], [-0.223, -0.231, -0.154], [-0.049, -0.120, 0.084], [0.118, -0.155, 0.570], [0.162, 0.141, 0.322], [-0.037, 0.092, 0.021], [-0.119, -0.368, 0.273], [0.926, -0.060, 0.155], [-0.049, -0.471, -0.272], [-0.064, 0.208, 0.082], [-0.059, -0.216, -0.575], [-0.298, 0.115, 0.096], [-0.167, 0.004, -0.040], [-0.060, 0.264, 0.217], [0.038, 0.017, -0.045], [0.194, -0.055, 0.068], [-0.221, 0.225, 0.417], [0.546, 0.169, -0.560], [-0.586, 0.178, 0.499], [0.170, -0.090, -0.069], [0.218, 0.228, -0.370], [-0.179, -0.079, -0.002], [-0.114, -0.075, 0.075], [-0.004, 0.027, 0.272], [-0.045, -0.256, 0.183], [0.029, 0.023, -0.006], [-0.034, -0.050, -0.111], [-0.131, 0.142, 0.022], [0.090, -0.160, 0.100], [0.495, 0.183, -0.727], [-0.869, -0.064, 0.015], [0.994, 0.855, 0.656], [-0.240, 0.099, -0.199], [0.022, -0.163, -0.007], [0.041, -0.081, 0.321], [-0.267, 0.087, 0.361], [0.166, -0.044, 0.038], [-0.130, -0.061, -0.272], [-0.382, -0.282, -0.181], [-0.073, -0.347, -0.085], [0.250, -0.109, 0.144]],
  "lowdin_charge": [-0.057, 0.027, 0.041, -0.059, 0.051, 0.019, -0.065, -0.002, 0.029, -0.228, -0.252, -0.057, -0.071, 0.112, 0.120, 0.125, 0.098, 0.081, 0.067, -0.224, -0.240, -0.054, -0.073, 0.133, 0.115, 0.104, 0.125, 0.067, 0.084, -0.241, -0.253, -0.061, -0.070, 0.122, 0.124, 0.125, 0.102, 0.091, 0.099, -0.272, -0.202, -0.095, -0.065, 0.101, 0.121, 0.117, 0.118, 0.038, 0.056, -0.065, -0.482, -0.058, -0.060, 0.064, 0.068, 0.085, 0.134, 0.080, 0.082, 0.078, 0.084, -0.055, -0.487, -0.069, -0.049, 0.075, 0.077, 0.079, 0.129, 0.070, 0.080, 0.080, 0.086]
}

[3]
{
  "formula": "C6H12O",
  "method": "the ωB97M-V functional and the def2-TZVPD basis",
  "smiles": "CCC[C@H]1C[C@H]1O",
  "e_tot_ha": -311.0161,
  "homo_lumo_gap_ev": 10.67,
  "fmax_ev_per_a": 0.3,
  "spin_multiplicity": 1,
  "de_lowest_kcal_mol": 27.1,
  "elements": ["C", "C", "C", "C", "C", "C", "O", "H", "H", "H", "H", "H", "H", "H", "H", "H", "H", "H", "H"],
  "coordinates": [[-2.808, 0.131, -0.024], [-1.454, 0.352, 0.643], [-0.284, 0.208, -0.328], [1.063, 0.340, 0.349], [1.840, -0.892, 0.748], [2.308, -0.054, -0.395], [2.187, -0.615, -1.670], [-2.940, 0.801, -0.882], [-2.905, -0.899, -0.384], [-3.630, 0.315, 0.675], [-1.325, -0.359, 1.469], [-1.424, 1.354, 1.091], [-0.380, 0.977, -1.110], [-0.338, -0.758, -0.843], [1.164, 1.197, 1.015], [1.406, -1.855, 0.494], [2.417, -0.874, 1.668], [3.205, 0.548, -0.246], [1.899, 0.084, -2.270]],
  "forces_ev_per_a": [[-0.045, -0.022, -0.025], [0.035, -0.001, 0.088], [0.016, 0.024, -0.027], [-0.081, 0.125, 0.017], [0.042, -0.141, 0.128], [0.142, 0.131, 0.288], [-0.058, 0.089, -0.203], [0.016, -0.095, 0.127], [0.027, 0.139, 0.012], [0.087, -0.017, -0.090], [-0.017, 0.079, -0.091], [0.011, -0.124, -0.035], [-0.005, -0.062, 0.066], [-0.007, 0.087, 0.069], [-0.036, -0.103, -0.150], [0.046, 0.154, -0.006], [-0.092, -0.016, -0.146], [-0.137, -0.103, -0.040], [0.056, -0.144, 0.018]],
  "nbo_charge": [-0.603, -0.389, -0.398, -0.247, -0.438, 0.081, -0.702, 0.200, 0.202, 0.210, 0.198, 0.192, 0.192, 0.212, 0.212, 0.223, 0.217, 0.171, 0.468]
}